# 1
Below is a cluster of 3 separate species, C3H5O2S in total, with properties calculated with ωB97M-V/def2-TZVPD.

## Properties
Frontier orbital gap: 6.399 eV
LUMO: 3.679 eV
Energy above the lowest of the compared OMol25 structures with the same formula, charge and spin: 465.4 kJ/mol
Charge: -1
E_HOMO: -2.72 eV
Maximum force: 2.979 eV/Å
E_tot: -18119.2044 eV

The geometry in XYZ format:
```
11
C3H5O2S, DFT ωB97M-V/def2-TZVPD
C 1.842 0.607 0.228
C -0.637 -1.464 -1.072
C 2.376 1.171 1.165
O 0.288 -1.129 -1.842
O -2.278 1.482 0.848
S -2.601 0.188 -0.241
H 1.361 0.071 -0.536
H -1.363 1.334 1.087
H -1.520 -1.909 -1.544
H -0.493 -1.956 -0.033
H 3.024 1.604 1.939
```


# 2
Below is a cluster of 8 separate species, C40H40N8 in total, with properties calculated with ωB97M-V/def2-TZVPD.

## Properties
Frontier orbital gap: 9.597 eV
LUMO: 0.363 eV
Energy above the lowest of the compared OMol25 structures with the same formula, charge and spin: 914.0 kJ/mol
Charge: 0
SMILES: c1ccncc1.c1ccncc1.c1ccncc1.c1ccncc1.c1ccncc1.c1ccncc1.c1ccncc1.c1ccncc1
E_HOMO: -9.23 eV
Maximum force: 7.459 eV/Å
E_tot: -54038.7484 eV

The geometry in XYZ format:
```
88
C40H40N8, DFT ωB97M-V/def2-TZVPD
N 0.925 -15.348 39.832
C 0.563 -16.634 39.753
C 1.534 -17.617 39.068
C 2.725 -17.249 38.624
C 3.017 -15.921 38.793
C 2.215 -15.077 39.439
H -0.444 -16.966 39.847
H 1.229 -18.598 38.940
H 3.524 -17.998 38.437
H 3.984 -15.495 38.402
H 2.464 -13.982 39.617
N 3.455 -17.097 33.962
C 4.044 -16.669 35.113
C 5.338 -16.609 35.351
C 6.201 -16.672 34.244
C 5.642 -17.040 32.925
C 4.214 -17.298 32.909
H 3.416 -16.521 35.924
H 5.619 -16.109 36.410
H 7.207 -16.506 34.409
H 6.003 -17.067 31.883
H 3.805 -17.586 32.077
N 7.809 -7.747 34.714
C 8.751 -8.781 34.381
C 8.329 -10.161 34.100
C 6.994 -10.426 33.873
C 6.017 -9.397 33.912
C 6.502 -8.109 34.403
H 9.859 -8.589 34.585
H 9.073 -10.806 34.087
H 6.709 -11.406 33.642
H 5.078 -9.745 33.737
H 5.835 -7.317 34.599
N 4.533 -5.297 38.480
C 5.149 -6.195 39.211
C 5.365 -7.532 38.740
C 4.937 -7.881 37.516
C 4.353 -6.839 36.680
C 4.132 -5.597 37.230
H 5.583 -5.984 40.110
H 5.705 -8.367 39.175
H 4.773 -8.786 36.933
H 4.040 -7.009 35.630
H 3.637 -4.733 36.691
N 5.348 -10.820 42.611
C 4.291 -11.699 42.567
C 3.962 -12.429 41.446
C 4.768 -12.279 40.344
C 5.708 -11.330 40.352
C 6.044 -10.633 41.533
H 3.858 -11.934 43.681
H 3.062 -13.200 41.569
H 4.527 -12.858 39.569
H 6.326 -11.419 39.454
H 6.870 -9.738 41.861
N 3.555 -12.024 36.976
C 2.896 -11.033 36.369
C 2.774 -11.002 34.911
C 3.492 -11.981 34.184
C 4.338 -12.969 34.828
C 4.281 -12.889 36.217
H 2.312 -10.285 36.923
H 2.090 -10.382 34.315
H 3.368 -11.888 33.188
H 4.751 -13.741 34.330
H 4.652 -13.724 36.881
N 0.636 -7.992 34.312
C -0.267 -8.371 33.418
C -1.359 -9.058 33.845
C -1.527 -9.608 35.164
C -0.439 -9.186 36.048
C 0.601 -8.448 35.568
H -0.307 -8.176 32.447
H -2.160 -9.350 33.139
H -2.502 -10.147 35.437
H -0.535 -9.770 37.024
H 1.304 -8.007 36.236
N 0.833 -10.139 39.371
C 0.650 -11.400 40.006
C -0.486 -11.685 40.685
C -1.539 -10.711 40.789
C -1.368 -9.484 40.259
C -0.157 -9.214 39.472
H 1.459 -11.974 39.973
H -0.562 -12.782 41.110
H -2.489 -11.028 41.258
H -2.220 -8.772 40.367
H -0.097 -8.375 38.948
```


# 3
Below is an isolated molecule of C10H9Cl3O, with properties calculated with ωB97M-V/def2-TZVPD.

## Properties
Frontier orbital gap (spin up / spin down): 6.586 / 7.020 eV
LUMO (spin up / spin down): 0.618 / -2.222 eV
Energy above the lowest of the compared OMol25 structures with the same formula, charge and spin: 78.0 kJ/mol
Charge: 0
E_HOMO (spin up / spin down): -5.97 / -9.24 eV
Maximum force: 6.251 eV/Å
E_tot: -50125.0561 eV
Spin multiplicity: 3

The geometry in XYZ format:
```
23
C10H9Cl3O, DFT ωB97M-V/def2-TZVPD
C 1.499 0.838 -2.348
C 1.904 -0.258 -1.603
C 0.576 1.704 -1.856
C 1.557 -0.448 -0.309
C -0.196 1.372 -0.602
C 0.519 0.378 0.238
C -2.008 0.061 -0.220
C 0.102 -1.006 2.381
C 0.015 0.239 1.491
C -1.992 -1.220 0.098
O -1.305 0.606 -1.252
Cl -0.862 1.534 2.296
Cl -0.792 -2.304 -0.351
Cl -3.105 -1.784 1.346
H 1.868 0.897 -3.389
H 2.720 -0.950 -2.052
H 0.508 2.713 -2.193
H 1.839 -1.413 0.247
H -0.600 2.167 0.030
H -2.794 0.730 0.196
H -0.874 -1.444 2.597
H 0.795 -1.764 1.935
H 0.628 -0.647 3.318
```


# 4
Below is a cluster of 11 separate species, C35H70N8O9 in total, with properties calculated with ωB97M-V/def2-TZVPD.

## Properties
Frontier orbital gap (spin up / spin down): 2.157 / 8.419 eV
LUMO (spin up / spin down): 2.252 / 2.204 eV
Charge: -1
E_HOMO (spin up / spin down): 0.10 / -6.22 eV
Maximum force: 4.248 eV/Å
E_tot: -67777.8588 eV
Spin multiplicity: 2

The geometry in XYZ format:
```
122
C35H70N8O9, DFT ωB97M-V/def2-TZVPD
C -12.417 -20.913 -34.232
C -13.617 -20.001 -33.773
O -13.761 -18.845 -34.205
C -14.567 -20.667 -32.768
H -11.797 -20.276 -34.863
H -12.813 -21.827 -34.676
H -11.859 -21.268 -33.366
H -14.364 -21.727 -32.614
H -15.619 -20.532 -33.023
H -14.573 -20.298 -31.742
C -15.238 -16.096 -33.731
C -15.980 -16.793 -34.854
O -16.923 -17.486 -34.639
C -15.362 -16.767 -36.314
H -15.883 -16.077 -32.852
H -14.770 -15.144 -33.981
H -14.429 -16.760 -33.426
H -14.349 -17.167 -36.288
H -15.304 -15.730 -36.646
H -16.061 -17.272 -36.981
C -19.679 -15.078 -24.890
C -19.716 -14.855 -23.343
O -20.264 -15.684 -22.605
C -18.826 -13.862 -22.675
H -20.092 -16.047 -25.171
H -18.668 -15.225 -25.270
H -20.164 -14.163 -25.230
H -18.282 -13.367 -23.480
H -18.095 -14.216 -21.948
H -19.375 -13.074 -22.158
C -18.095 -16.949 -27.927
C -16.877 -17.740 -28.374
O -16.443 -18.770 -27.791
N -16.383 -17.308 -29.564
C -15.183 -17.869 -30.165
H -18.692 -17.694 -27.401
H -18.595 -16.609 -28.834
H -17.801 -16.065 -27.362
H -16.876 -16.480 -29.864
H -15.404 -18.215 -31.175
H -14.791 -18.762 -29.679
H -14.389 -17.123 -30.157
C -8.316 -15.847 -27.743
C -9.703 -16.318 -28.282
O -9.919 -17.505 -28.532
N -10.649 -15.360 -28.449
C -12.035 -15.599 -28.983
H -7.999 -15.020 -28.378
H -7.619 -16.650 -27.985
H -8.267 -15.788 -26.655
H -10.504 -14.367 -28.334
H -12.566 -16.401 -28.471
H -11.965 -15.963 -30.008
H -12.722 -14.753 -29.002
C -19.642 -16.491 -33.322
C -20.519 -16.521 -32.117
O -21.050 -17.550 -31.748
N -20.665 -15.403 -31.448
C -21.207 -15.281 -30.112
H -19.554 -17.437 -33.857
H -18.631 -16.183 -33.055
H -20.015 -15.864 -34.131
H -20.377 -14.546 -31.899
H -20.637 -14.627 -29.452
H -21.325 -16.276 -29.683
H -22.182 -14.818 -30.266
C -18.011 -22.698 -29.285
C -17.524 -21.462 -30.105
O -16.311 -21.311 -30.351
N -18.452 -20.566 -30.492
C -18.176 -19.478 -31.414
H -17.595 -22.757 -28.279
H -17.786 -23.650 -29.766
H -19.080 -22.638 -29.081
H -19.354 -20.498 -30.043
H -18.294 -18.491 -30.966
H -19.008 -19.685 -32.087
H -17.196 -19.483 -31.891
C -16.551 -20.422 -24.532
C -17.967 -20.798 -25.003
O -18.716 -21.482 -24.300
N -18.352 -20.318 -26.178
C -19.705 -20.296 -26.712
H -16.393 -19.365 -24.743
H -15.854 -21.070 -25.063
H -16.314 -20.601 -23.483
H -17.529 -20.072 -26.709
H -20.353 -20.991 -26.177
H -19.717 -20.567 -27.768
H -20.263 -19.363 -26.642
C -15.001 -13.864 -30.161
C -16.401 -13.519 -30.546
O -17.223 -14.381 -30.356
N -16.712 -12.248 -30.950
C -18.094 -11.732 -31.081
H -14.925 -14.277 -29.155
H -14.407 -12.958 -30.037
H -14.590 -14.583 -30.869
H -16.000 -11.532 -30.950
H -18.100 -10.969 -31.859
H -18.294 -11.267 -30.116
H -18.934 -12.387 -31.313
N -12.627 -17.458 -24.906
C -13.624 -16.981 -25.690
C -13.691 -15.572 -25.291
C -12.707 -15.314 -24.326
C -12.118 -16.567 -24.031
H -12.347 -18.427 -24.963
H -14.058 -17.638 -26.430
H -14.268 -14.898 -25.907
H -12.401 -14.454 -23.748
H -11.271 -16.803 -23.403
N -13.974 -22.098 -28.342
C -13.211 -21.676 -27.279
C -12.568 -22.792 -26.730
C -13.014 -23.870 -27.454
C -13.851 -23.419 -28.423
H -14.671 -21.566 -28.843
H -13.127 -20.603 -27.194
H -11.814 -22.690 -25.964
H -12.606 -24.870 -27.461
H -14.442 -23.908 -29.183
```


# 5
Below is a structure of composition CH3MgO2Ru, with properties calculated with ωB97M-V/def2-TZVPD.

## Properties
Frontier orbital gap (spin up / spin down): 7.671 / 7.687 eV
LUMO (spin up / spin down): -3.193 / -7.266 eV
Energy above the lowest of the compared OMol25 structures with the same formula, charge and spin: 0.0 kJ/mol
Charge: +1
E_HOMO (spin up / spin down): -10.86 / -14.95 eV
Maximum force: 2.643 eV/Å
E_tot: -13195.9201 eV
Spin multiplicity: 7

The geometry in XYZ format:
```
8
CH3MgO2Ru, DFT ωB97M-V/def2-TZVPD
O 2.905 -0.353 -0.036
Ru 1.271 0.321 -0.132
O -0.457 0.726 -0.013
C -1.753 0.252 -0.005
Mg 4.481 -1.276 0.172
H -1.855 -0.738 -0.492
H -2.136 0.135 1.029
H -2.457 0.933 -0.525
```


# 6
Below is a cluster of 14 separate species, C5H36NO15 in total, with properties calculated with ωB97M-V/def2-TZVPD.

## Properties
Frontier orbital gap: 8.419 eV
LUMO: 2.398 eV
Energy above the lowest of the compared OMol25 structures with the same formula, charge and spin: 615.1 kJ/mol
Charge: -1
E_HOMO: -6.02 eV
Maximum force: 7.378 eV/Å
E_tot: -37970.6715 eV

The geometry in XYZ format:
```
57
C5H36NO15, DFT ωB97M-V/def2-TZVPD
C -2.506 -0.170 -1.390
N -1.274 -0.997 -1.478
C -0.143 -0.125 -1.924
C 0.724 0.605 -0.948
C 0.388 2.100 -0.661
O -0.627 2.260 0.337
C 0.820 -1.159 -2.560
O 1.328 -0.956 -3.595
H -2.756 0.345 -2.304
H -2.411 0.630 -0.640
H -3.322 -0.763 -0.816
H -1.225 -1.533 -0.537
H -0.518 0.473 -2.689
H 0.795 0.093 0.042
H 1.788 0.582 -1.289
H 1.391 2.380 -0.227
H 0.035 2.689 -1.433
H 1.049 -2.237 -2.026
H 0.624 -1.750 0.461
H 1.801 -2.331 0.872
O 1.339 -2.192 0.041
H -1.404 3.274 -2.168
H -2.297 2.525 -3.213
O -1.411 2.826 -3.076
H -2.663 3.068 0.553
H -2.519 1.449 0.824
O -3.212 2.224 0.542
H 2.837 -0.675 1.671
H 3.728 -1.844 2.202
O 2.908 -1.441 2.268
H -0.550 -0.950 3.580
H -0.894 0.420 3.849
O -1.015 -0.434 4.188
H -1.731 -1.146 1.689
H -2.389 -2.530 1.862
O -1.689 -2.231 1.441
H -1.021 1.520 0.749
H -2.448 0.715 2.207
O -1.667 0.384 1.793
H 1.427 -2.748 2.990
H -0.044 -3.138 2.198
O 0.773 -3.369 2.670
H 0.707 2.843 2.770
H 0.494 3.145 1.291
O 0.939 3.500 2.097
H 1.188 0.034 2.991
H -0.006 0.494 2.161
O 0.957 0.315 2.066
H -1.511 -3.541 -2.158
H -1.211 -2.381 -3.012
O -1.003 -3.311 -2.939
H 1.699 0.784 -3.408
H 1.293 2.019 -4.023
O 2.082 1.625 -3.659
H 3.648 -0.241 -0.648
H 4.331 -0.998 0.416
O 4.372 -0.131 -0.001
```